{"formula": "C5H8O", "method": "ωB97M-V with the def2-TZVPD basis set", "energy_ha": -270.40180, "gap_ev": 10.572, "fmax_ev_per_a": 1.0, "de_lowest_ev": 4.2476, "smiles": "C#CCCOC", "multiplicity": 1, "mol_weight_da": 84.12, "elements": ["C", "C", "C", "C", "O", "C", "H", "H", "H", "H", "H", "H", "H", "H"], "positions_angstrom": [[2.5263, 0.6816, -0.0753], [2.1203, -0.4504, 0.0513], [1.0021, -1.3740, 0.2277], [-0.1261, -0.0585, 0.2283], [-1.5181, 0.1259, 0.3545], [-2.1955, 0.6036, -0.7982], [2.9269, 1.6599, -0.1916], [1.1247, -1.9431, 1.1621], [0.9787, -2.1166, -0.5833], [0.2953, 0.4350, 1.0975], [0.1723, 0.3398, -0.7332], [-1.6951, 1.4422, -1.3161], [-2.3419, -0.2018, -1.5202], [-3.1802, 0.9672, -0.4842]], "forces_ev_per_a": [[0.6, -0.6, 0.0], [0.1, 0.6, -0.1], [-0.7, 0.3, 0.0], [0.5, -0.3, 0.0], [-0.1, -1.0, 0.1], [-0.1, -0.2, -0.2], [0.2, -0.1, 0.0], [-0.5, 0.4, -0.1], [-0.4, 0.4, 0.1], [0.0, 0.4, -0.2], [0.1, 0.5, 0.1], [0.2, -0.3, 0.4], [0.0, 0.0, -0.1], [0.2, -0.2, 0.1]]}